[1]
Computed, not measured: a single C6H10O molecule, with ωB97M-V/def2-TZVPD.

Summary:
SMILES string = C[C@H]1CC=C[C@H]1O
frontier orbital gap = 10.561 eV
relative energy (zero: lowest compared OMol25 entry of this formula, charge and spin) = 17.7 kJ/mol
max |F| = 0.3 eV/A
LUMO energy = 1.0 eV

CARTESIAN COORDINATES (ANGSTROEM)
C (1.863, -0.545, 0.112)
C (0.536, 0.102, 0.486)
C (0.069, 1.286, -0.395)
C (-1.438, 1.210, -0.281)
C (-1.837, 0.054, 0.246)
C (-0.663, -0.878, 0.468)
O (-0.586, -1.861, -0.558)
H (1.812, -1.053, -0.857)
H (2.671, 0.193, 0.069)
H (2.142, -1.301, 0.854)
H (0.613, 0.491, 1.510)
H (0.392, 1.178, -1.442)
H (0.471, 2.243, -0.043)
H (-2.097, 2.014, -0.600)
H (-2.864, -0.249, 0.426)
H (-0.729, -1.467, 1.391)
H (-0.354, -1.418, -1.385)

Forces on atoms 1 to 6 (eV/Å):
C 0.0570 -0.0055 0.0066
C 0.0200 -0.0109 -0.0043
C 0.0416 -0.0170 0.0002
C 0.0048 -0.1235 0.1227
C 0.0234 0.0743 -0.1175
C 0.0019 0.1445 0.3141

Here are the Löwdin charges for atoms 1 to 8, given in e:
1. C -0.07
2. C -0.33
3. C -0.16
4. C -0.08
5. C -0.04
6. C -0.35
7. O -0.03
8. H 0.07

=====

[2]
Computed, not measured: a single C6H10O molecule at a distorted geometry, with ωB97M-V/def2-TZVPD.

Summary:
frontier orbital gap (spin up / spin down) = 7.953 / 8.674 eV
relative energy (zero: lowest compared OMol25 entry of this formula, charge and spin) = 362.5 kJ/mol
max |F| = 1.7 eV/A
LUMO energy (spin up / spin down) = 0.1 / 0.3 eV

CARTESIAN COORDINATES (ANGSTROEM)
C (0.818, -2.095, -0.121)
C (-0.003, -1.127, -0.911)
C (-1.263, 0.900, -0.966)
C (0.033, 0.313, -0.626)
C (0.089, 0.474, 0.937)
C (0.083, 1.965, 1.175)
O (1.058, 2.654, 0.993)
H (0.549, -2.237, 0.937)
H (1.855, -1.721, -0.123)
H (0.819, -3.078, -0.601)
H (-0.721, -1.507, -1.627)
H (-1.356, 1.634, -1.762)
H (-2.167, 0.559, -0.479)
H (0.909, 0.850, -1.020)
H (0.988, 0.009, 1.353)
H (-0.798, 0.002, 1.376)
H (-0.893, 2.406, 1.466)

Forces on atoms 1 to 6 (eV/Å):
C 0.3729 0.0094 -0.4501
C 0.1692 -1.1062 0.0092
C -0.6517 1.0312 -1.1413
C -0.0451 -0.1673 1.3754
C 0.2982 0.2330 0.0499
C 0.3477 0.0001 0.1031

Here are the Löwdin charges for atoms 1 to 8, given in e:
1. C -0.12
2. C -0.10
3. C 0.05
4. C -0.43
5. C -0.15
6. C -0.28
7. O 0.05
8. H 0.08